[1]
53
Properties=species:S:1:pos:R:3:lowdin_charge:R:1 method="wB97M-V/def2-TZVPD" fmax_ha_per_bohr=0.0367 total_charge=-1 homo_lumo_gap_ha=0.1768 homo_energy_ev=-3.34 e_lumo_ev=1.4665
C -5.8148 -3.6138 3.2960 -0.119
C -4.5312 -3.6971 2.4786 -0.691
Cl -4.4022 -5.0472 1.3425 0.683
C -3.5293 -2.8175 2.5639 -0.665
Cl -3.6073 -1.4575 3.6662 0.713
C -2.3280 -3.0047 1.6548 -0.247
C -1.3704 -4.0083 2.0484 0.027
C -0.2972 -4.2183 1.2666 -0.219
F 0.5880 -5.1519 1.6603 0.080
C -0.1422 -3.4693 0.0686 -0.297
N 0.9005 -3.6235 -0.7686 -0.191
S 0.5624 -2.5761 -1.9474 1.028
N -0.8317 -1.8970 -1.5101 -0.184
C -1.1282 -2.4759 -0.3332 -0.287
C -2.2683 -2.2346 0.5283 -0.110
C -3.3487 -1.2037 0.2159 -0.110
C -3.7647 -1.1438 -1.2608 -0.252
N -3.2152 -0.4101 -2.1346 0.097
H -5.9938 -2.5516 3.5067 0.051
H -6.6217 -4.0311 2.6763 0.067
H -5.7012 -4.1894 4.2251 0.086
H -1.5538 -4.5631 2.9691 0.136
H -3.0495 -0.1817 0.5081 0.132
H -4.2763 -1.4099 0.7738 0.096
H -4.6384 -1.7716 -1.5330 0.109
H -3.7218 -0.5887 -3.0068 0.049
C 1.7505 5.7441 -0.6308 -0.218
Si 2.6813 4.1411 -1.0223 0.197
C 4.4480 4.3697 -0.3798 -0.209
C 2.7543 4.0045 -2.9094 -0.209
N 1.8678 2.8565 -0.2912 -0.243
Si 2.3689 1.2512 -0.3991 0.200
C 4.0782 0.9489 0.3560 -0.205
C 2.3849 0.5869 -2.1737 -0.211
C 1.1472 0.1740 0.5718 -0.203
H 2.2528 6.6038 -1.0916 0.004
H 0.7296 5.6995 -1.0164 0.009
H 1.7116 5.9120 0.4477 0.009
H 4.8542 5.3365 -0.7043 0.007
H 5.1183 3.5948 -0.7576 0.000
H 4.4667 4.3472 0.7115 0.017
H 1.7686 3.7704 -3.3163 0.017
H 3.4588 3.2356 -3.2329 0.000
H 3.0846 4.9541 -3.3512 0.007
H 4.8743 1.3575 -0.2697 0.001
H 4.2684 -0.1272 0.4616 0.008
H 4.1456 1.4004 1.3477 0.018
H 1.4504 0.8277 -2.6855 0.023
H 2.4976 -0.5041 -2.1699 -0.033
H 3.2161 0.9960 -2.7513 0.003
H 0.1409 0.2684 0.1569 0.008
H 1.1238 0.4719 1.6224 0.017
H 1.4417 -0.8840 0.5228 0.000

[2]
42
Properties=species:S:1:pos:R:3:lowdin_charge:R:1 method="wB97M-V/def2-TZVPD" fmax_ha_per_bohr=0.0782 homo_lumo_gap_ha=0.2722 smiles="O=C1C=C(Br)C(=O)C=C1Br.CO.CO.CO.CO.CO" homo_energy_ev=-9.93 e_lumo_ev=-2.5215
O -1.0942 -2.0984 -1.1547 0.015
C -1.8675 -1.1013 -1.1947 -0.290
C -3.4258 -1.3717 -1.2931 0.002
C -4.2666 -0.2515 -1.0555 -0.493
Br -6.2459 -0.4919 -1.0948 0.699
C -3.6049 1.1572 -0.7536 -0.300
O -4.3696 2.1031 -0.4486 0.024
C -2.0505 1.4589 -0.8547 -0.001
C -1.2033 0.3380 -1.0918 -0.479
Br 0.7568 0.5661 -1.2618 0.827
H -3.8210 -2.4083 -1.5133 0.131
H -1.6175 2.5102 -0.7399 0.126
C 4.2011 -0.0136 0.8792 -0.146
O 4.4337 0.6306 -0.3662 -0.144
H 5.1397 -0.0569 1.4323 0.081
H 3.4672 0.5537 1.4566 0.081
H 3.8355 -1.0284 0.7076 0.072
H 3.5909 0.6571 -0.8356 0.025
C -2.6729 -5.6037 0.1254 -0.163
O -2.0492 -4.9865 -0.9905 -0.139
H -3.3191 -6.4056 -0.2320 0.079
H -1.9122 -6.0223 0.7895 0.076
H -3.2754 -4.8684 0.6663 0.072
H -1.4832 -4.2807 -0.6472 0.043
C 5.7227 3.8709 -2.2605 -0.163
O 4.7364 2.9348 -1.8547 -0.144
H 5.2593 4.8537 -2.3498 0.076
H 6.5201 3.9142 -1.5138 0.076
H 6.1354 3.5771 -3.2294 0.074
H 5.1701 2.0749 -1.7822 0.050
C 0.9212 -2.0936 2.2036 -0.144
O 1.1529 -1.4483 0.9602 -0.210
H 1.8593 -2.1367 2.7575 0.080
H 0.1860 -1.5280 2.7824 0.078
H 0.5570 -3.1098 2.0306 0.076
H 0.3096 -1.4238 0.4907 -0.008
C -2.2971 3.5554 2.0645 -0.163
O -3.4782 4.1972 1.6149 -0.124
H -1.7763 4.2205 2.7534 0.082
H -2.5545 2.6279 2.5836 0.080
H -1.6467 3.3378 1.2135 0.049
H -3.9231 3.5898 1.0064 0.036

[3]
11
Properties=species:S:1:pos:R:3:lowdin_charge:R:1 method="wB97M-V/def2-TZVPD" fmax_ha_per_bohr=0.0655 homo_lumo_gap_ha=0.2987 homo_energy_ev=-9.41 e_lumo_ev=-1.2838
C -1.4715 1.2102 0.2707 -0.300
C 1.9850 -1.2717 -0.2926 -0.444
C -1.5818 -0.1329 0.2272 0.085
N -0.3758 1.8506 -0.0677 -0.372
N 1.1390 -0.1989 -0.3441 -0.300
O 2.6160 -1.6507 0.6831 0.002
S 1.0292 1.3807 -0.2454 1.050
H -2.2279 1.8827 0.5255 0.085
H 2.1251 -1.8309 -1.3348 0.153
H -2.5045 -0.5344 0.4888 0.045
H -0.7329 -0.7047 0.0894 -0.003

[4]
12
Properties=species:S:1:pos:R:3:lowdin_charge:R:1 method="wB97M-V/def2-TZVPD" fmax_ha_per_bohr=0.1418 total_charge=+1 homo_lumo_gap_ha=0.3226 smiles="C=CN=[N+]=NC" homo_energy_ev=-15.29 e_lumo_ev=-6.5155
C -0.5951 1.6286 0.8912 -0.008
C -0.9485 0.2505 1.0926 0.197
C 0.8282 -1.3791 -1.0720 -0.014
N 0.6771 0.9346 -0.6655 0.000
N 0.2011 1.9555 -0.1426 0.105
N 0.5054 -0.2150 -0.3480 0.025
H -0.9213 2.4465 1.5913 0.171
H -0.5472 -0.3104 1.8436 0.083
H -1.7482 -0.1143 0.5951 0.081
H -0.0968 -1.8679 -1.1281 0.078
H 1.1576 -1.2449 -2.1674 0.150
H 1.4877 -2.0840 -0.4902 0.132

[5]
18
Properties=species:S:1:pos:R:3:lowdin_charge:R:1 method="wB97M-V/def2-TZVPD" fmax_ha_per_bohr=0.0673 homo_lumo_gap_ha=0.3738 smiles=C[Si](C)(C)N.N#N homo_energy_ev=-9.23 e_lumo_ev=0.9425
C -2.0221 -0.8461 0.6647 -0.195
C 1.1268 -0.9267 1.2564 -0.217
C -0.3114 1.7467 0.5511 -0.193
N 3.2565 0.1132 -2.5181 0.029
N 2.6506 0.9269 -2.9612 0.012
N -0.0303 -0.4852 -1.5254 -0.112
Si -0.2499 -0.1105 0.1464 0.412
H -2.7225 0.0436 0.7673 0.025
H -2.4713 -1.4893 -0.1552 0.022
H -1.9335 -1.3448 1.6779 0.028
H 1.0694 -0.3882 2.2455 0.025
H 1.0911 -2.0465 1.4032 0.028
H 2.1083 -0.6955 0.7320 0.022
H 0.5702 2.4408 0.4979 0.045
H -0.9670 2.1522 -0.2361 0.027
H -0.7137 1.8836 1.4856 -0.019
H -0.6915 -1.2278 -1.7512 0.011
H 0.2400 0.2538 -2.2807 0.050

[6]
54
Properties=species:S:1:pos:R:3:lowdin_charge:R:1 method="wB97M-V/def2-TZVPD" fmax_ha_per_bohr=0.0264 homo_lumo_gap_ha=0.3423 smiles="CCC[C@@H](O[C@H](COC)C[C@@H](C)F)[PH2]=S.COP(=O)(OC)OC" homo_energy_ev=-8.67 e_lumo_ev=0.6420
C -1.4355 2.0802 0.6867 -0.109
C -1.1823 1.1047 -0.4767 -0.265
C -0.5965 -0.2253 -0.0112 -0.172
C -1.5492 -1.2435 0.6545 -0.496
O -1.2158 -1.5170 2.0111 -0.177
C -0.0332 -2.2913 2.1759 -0.300
C -0.4185 -3.7151 2.5510 -0.177
O -1.1823 -3.7613 3.7267 -0.165
C -2.5843 -3.7860 3.5588 -0.098
C 0.9111 -1.6602 3.2229 -0.064
C 0.3772 -0.4014 3.8823 -0.379
C -0.6220 -0.6477 4.9838 -0.018
F 1.4793 0.2554 4.4516 -0.038
P -3.3310 -0.8299 0.6073 0.423
S -4.1819 -1.3188 -1.0917 0.094
H -1.3590 1.5861 1.6562 0.057
H -2.4007 2.5769 0.6187 0.065
H -0.6804 2.8654 0.6862 0.073
H -2.0678 0.9606 -1.0944 0.076
H -0.4383 1.5500 -1.1369 0.090
H 0.1629 0.0051 0.7396 0.115
H -0.0739 -0.7226 -0.8261 0.114
H -1.5228 -2.1770 0.0836 0.108
H 0.5064 -2.3668 1.2278 0.148
H 0.5052 -4.2692 2.7318 0.134
H -0.9320 -4.2043 1.7185 0.129
H -2.9874 -4.7013 3.9913 0.088
H -3.0316 -2.9375 4.0773 0.080
H -2.8698 -3.7358 2.5085 0.077
H 1.1122 -2.3908 4.0037 0.123
H 1.8434 -1.3790 2.7377 0.124
H -0.0207 0.2802 3.1341 0.120
H -0.1503 -1.2644 5.7478 0.092
H -1.4817 -1.1858 4.5928 0.067
H -0.9269 0.2960 5.4280 0.083
H -3.8530 -1.5208 1.7047 -0.020
H -3.4731 0.5261 0.9056 -0.020
C 2.5300 4.7140 -4.8578 -0.091
O 1.6424 3.6142 -5.0637 -0.203
P 1.9630 2.1857 -4.4583 0.339
O 1.4613 1.9498 -3.1045 -0.230
O 3.5301 1.9980 -4.6333 -0.213
C 4.4102 2.2025 -3.5199 -0.090
O 1.3914 1.2384 -5.5778 -0.202
C 0.3489 0.3059 -5.2421 -0.080
H 2.7126 4.8801 -3.7946 0.092
H 3.4723 4.5433 -5.3782 0.088
H 2.0449 5.5922 -5.2732 0.090
H 3.8854 2.0553 -2.5775 0.081
H 4.8295 3.2078 -3.5593 0.082
H 5.2147 1.4767 -3.6051 0.089
H -0.5594 0.8320 -4.9559 0.092
H 0.6625 -0.3485 -4.4316 0.085
H 0.1646 -0.2811 -6.1368 0.088